No. 1
Entry from the OMol25 dataset: a molecular structure, C19H13BaF5NOSTe (ωB97M-V/def2-TZVPD).

XYZ file:
```
42
Properties=species:S:1:pos:R:3:forces:R:3
Ba -0.78599 -1.33990 0.00929 0.040 -0.207 0.656
S 0.81883 2.02484 -2.85481 0.005 0.106 -0.061
C 2.39327 1.66766 -2.20012 -0.012 -0.005 -0.018
C 3.50264 2.49840 -2.11428 0.007 -0.013 -0.002
C 4.64371 1.99222 -1.52297 0.005 0.006 0.001
C 4.67157 0.68962 -1.01620 0.005 0.001 -0.001
C 3.56248 -0.12775 -1.09119 -0.014 -0.005 -0.003
C 2.40858 0.36575 -1.69249 -0.032 0.032 0.030
N 1.20102 -0.31680 -1.80088 0.364 0.092 -0.168
C 0.32317 0.41942 -2.40218 -0.086 -0.292 0.222
C -2.08558 0.69295 -2.30706 0.046 -0.364 0.057
C -2.36734 1.76573 -3.13172 -0.100 0.058 0.056
C -3.50575 2.49599 -2.81780 0.049 -0.013 -0.028
C -4.28224 2.10195 -1.73456 -0.009 -0.025 0.025
C -3.94072 0.97829 -0.98677 -0.076 -0.062 -0.033
C -2.80836 0.18345 -1.24964 -0.095 0.423 -0.071
H 3.46937 3.51472 -2.48263 -0.008 0.000 0.001
H 5.52119 2.61932 -1.43549 -0.001 0.000 0.001
H 5.57251 0.32472 -0.54059 -0.003 -0.005 0.001
H 3.56451 -1.12639 -0.67533 0.005 0.002 0.003
H -1.74595 2.01743 -3.98303 -0.006 0.014 -0.005
H -3.78153 3.35932 -3.41017 0.010 -0.002 -0.006
H -5.16142 2.68104 -1.47483 -0.005 -0.010 0.012
H -4.59365 0.71467 -0.15868 0.014 0.006 0.012
C -0.38172 -4.24060 4.56981 0.036 -0.001 0.016
C 0.69514 -3.76929 3.83337 -0.005 -0.030 -0.005
C 0.50613 -3.37632 2.51026 0.028 -0.036 -0.097
C -0.73034 -3.42126 1.84209 -0.100 -0.011 -0.025
C -1.78306 -3.90736 2.63994 -0.002 -0.045 -0.040
C -1.62844 -4.31089 3.96260 -0.025 -0.008 -0.010
H -0.25386 -4.54173 5.60337 0.003 -0.001 0.000
H 1.67726 -3.70188 4.29055 0.003 0.001 0.000
H 1.39346 -3.01894 1.97889 -0.006 0.058 0.033
H -2.78639 -3.97627 2.21959 0.003 0.005 0.001
H -2.48340 -4.67107 4.52702 0.000 0.000 0.000
F 1.34910 0.75626 1.22691 -0.092 -0.126 -0.102
Te -0.10074 2.06320 0.83996 0.180 0.300 -0.160
F 1.30625 3.33173 0.45867 -0.048 0.023 0.050
F 0.12489 2.57720 2.61011 0.053 -0.045 -0.014
F -1.39652 3.51085 0.82859 -0.042 -0.050 0.162
F -1.21850 0.59467 1.73437 -0.145 0.099 -0.054
O -0.88361 -0.09496 -2.60198 0.058 0.130 -0.435
```
Positions in Å, forces in eV/Å.

Its energy relative to the best compared isomer or geometry (same formula, charge and spin) is 0.0 kcal per mole. The energy comes out at -2052.9982 a.u. The total charge is -1. Its frontier orbital gap is 0.252 hartree.

=====

No. 2
Entry from the OMol25 dataset: a molecular structure, C19H13BrN2O2S3SbV (ωB97M-V/def2-TZVPD).

XYZ file:
```
42
Properties=species:S:1:pos:R:3:forces:R:3
V -1.00368 -0.33050 0.68313 -0.341 -0.711 -0.120
C 4.10403 2.06976 1.39729 -0.032 -0.025 0.003
C 3.25568 3.14570 1.16695 0.018 0.014 -0.002
C 1.88483 2.96043 1.10613 -0.081 0.020 -0.022
C 1.34824 1.68656 1.27236 0.167 -0.120 0.011
C 2.19489 0.60594 1.49459 -0.035 -0.045 0.013
C 3.56577 0.80115 1.56207 0.030 0.037 0.000
N -0.05655 1.43627 1.21277 -0.001 0.420 0.059
N -0.75391 2.44917 1.53893 0.104 -0.032 0.019
C -2.13095 2.22573 1.49087 -0.179 -0.042 -0.047
C -2.95663 3.29928 1.85339 0.117 -0.004 -0.004
C -4.32301 3.12990 1.82080 -0.066 -0.018 -0.005
C -4.85101 1.89414 1.42726 0.020 0.033 0.010
C -4.01610 0.84514 1.07577 0.012 0.055 0.032
C -2.61727 0.96686 1.09294 0.076 -0.016 -0.029
H 5.17555 2.21951 1.44258 0.001 0.001 -0.001
H 3.66574 4.13879 1.02867 0.000 0.000 -0.001
H 1.21470 3.78921 0.92779 0.004 0.001 -0.002
H 1.77774 -0.38561 1.60837 -0.028 0.004 -0.011
H 4.21383 -0.04748 1.74196 0.002 0.003 0.000
H -2.50553 4.23856 2.15320 -0.011 0.002 0.000
H -4.98371 3.94339 2.09570 -0.001 0.000 -0.001
H -5.92787 1.76272 1.39730 -0.002 0.002 0.000
H -4.45745 -0.09895 0.77022 -0.001 -0.002 0.001
S -2.56683 -2.53218 0.15832 0.082 0.119 0.178
Sb -2.53999 -2.95605 2.40040 -0.025 0.048 -0.102
S -1.09389 -1.08776 3.11091 0.048 0.087 0.048
S -0.16102 -2.98314 3.03764 0.030 -0.058 0.031
Br -1.66523 -1.68159 -3.99267 -0.014 -0.003 -0.021
C 0.05047 -2.38096 -3.60516 0.011 0.020 0.059
C 0.63329 -3.15981 -4.59737 0.001 -0.014 -0.022
C 1.87288 -3.74051 -4.39216 -0.007 0.003 -0.004
C 2.53185 -3.55638 -3.18513 0.010 0.002 0.007
C 1.94089 -2.78891 -2.19883 -0.011 -0.002 -0.024
C 0.70094 -2.17851 -2.38987 0.046 -0.017 -0.021
C 0.18371 -1.35772 -1.24299 -0.054 0.364 0.163
O 0.66874 -1.55439 -0.09818 0.040 -0.113 -0.002
O -0.70689 -0.48050 -1.41191 0.065 -0.013 -0.194
H 0.10257 -3.31002 -5.52730 -0.002 0.003 0.001
H 2.31645 -4.34291 -5.17515 0.000 0.000 -0.002
H 3.49747 -4.01378 -3.01203 0.000 0.000 0.001
H 2.41726 -2.64053 -1.23954 0.005 -0.002 0.000
```
Positions in Å, forces in eV/Å.

Its energy relative to the best compared isomer or geometry (same formula, charge and spin) is 0.0 kcal per mole. The energy comes out at -5944.8350 a.u. The total charge is -1. Its frontier orbital gap (spin up / spin down) is 0.235 / 0.277 hartree. The expectation value of S² is 3.77. The spin multiplicity is 4.

=====

No. 3
Entry from the OMol25 dataset: C19H13Cl2N3O2 in the gas phase (ωB97M-V/def2-TZVPD).

XYZ file:
```
39
Properties=species:S:1:pos:R:3:forces:R:3
O -5.37230 -1.96410 -0.83884 -0.159 0.031 0.091
C -4.32222 -1.37584 -0.68307 -0.044 -0.034 -0.067
N -3.13641 -1.98614 -0.96844 -0.059 -0.504 -0.339
C -1.82495 -1.58187 -0.69540 0.551 0.104 0.127
C -1.49569 -0.85990 0.44950 0.065 -0.174 -0.058
C -0.18918 -0.47963 0.67490 0.109 -0.032 -0.141
C 0.82149 -0.82771 -0.21951 -0.367 -0.229 -0.176
N 2.12530 -0.41270 0.07036 0.012 0.231 0.354
C 3.26926 -0.64509 -0.63573 0.078 0.135 0.284
O 3.34832 -1.28572 -1.65702 -0.026 -0.100 -0.133
C 4.46882 -0.03088 0.02590 0.334 0.037 -0.035
C 4.82719 -0.36735 1.32638 0.073 0.139 -0.180
C 5.98461 0.16179 1.87677 -0.026 0.005 -0.064
C 6.74832 1.01375 1.09475 -0.053 -0.185 0.363
N 6.41388 1.35352 -0.13730 -0.062 0.191 -0.508
C 5.31596 0.84932 -0.65691 0.004 -0.219 0.474
Cl 4.92413 1.36058 -2.24467 -0.095 0.149 -0.380
C 0.50063 -1.58113 -1.34519 0.211 -0.008 0.006
C -0.80915 -1.95102 -1.57397 -0.318 0.156 0.240
C -4.26743 0.04638 -0.23131 -0.274 0.358 0.007
C -5.08777 0.45416 0.81458 0.094 -0.183 -0.110
C -5.08698 1.77694 1.22006 0.024 -0.002 0.011
C -4.28366 2.70485 0.57980 0.060 0.002 -0.059
C -3.48932 2.29520 -0.48066 -0.121 -0.155 0.067
Cl -2.48985 3.44688 -1.29534 0.098 0.134 -0.090
C -3.47605 0.97588 -0.89773 -0.139 0.046 0.059
H -3.23686 -2.87703 -1.44094 -0.124 0.150 0.129
H -2.25907 -0.60211 1.16612 -0.010 0.014 0.074
H 0.05204 0.08736 1.56300 0.024 0.061 0.107
H 2.20976 0.15853 0.90060 0.107 -0.057 -0.224
H 4.21336 -1.05502 1.89171 -0.051 -0.050 0.037
H 6.28667 -0.08827 2.88085 0.053 -0.018 0.084
H 7.66747 1.44995 1.46016 0.064 -0.009 0.129
H 1.27542 -1.86775 -2.03566 0.014 -0.008 -0.012
H -1.05155 -2.53113 -2.45205 -0.033 -0.036 -0.119
H -5.71773 -0.27485 1.30068 -0.075 -0.064 0.025
H -5.71790 2.09138 2.03736 -0.049 0.030 0.070
H -4.27682 3.73769 0.89042 0.020 0.098 0.005
H -2.86174 0.68109 -1.73417 0.092 -0.006 -0.049
```
Positions in Å, forces in eV/Å.

The energy comes out at -1967.0243 a.u. The SMILES is O=C(Nc1ccc(NC(=O)c2cccnc2Cl)cc1)c1cccc(Cl)c1. Its frontier orbital gap is 0.317 hartree.

=====

No. 4
Entry from the OMol25 dataset: 2 unconnected molecules or ions with the total composition C19H13Cl6O5 (ωB97M-V/def2-TZVPD).

XYZ file:
```
43
Properties=species:S:1:pos:R:3:forces:R:3
Cl 0.19320 0.08505 -0.60723 -1.186 -0.318 1.429
C -2.31163 0.46258 3.29372 1.403 -1.198 -0.268
Cl -3.60806 0.67416 2.20235 -0.357 0.139 -0.527
C -1.82806 -0.93110 3.46482 0.712 0.699 0.254
O -2.05332 -1.83791 2.66124 -0.886 -0.223 0.171
C -0.88765 -1.09964 4.57658 -0.586 1.347 -0.303
Cl -0.42821 -2.69450 4.94007 0.171 -0.685 0.278
C -0.24376 0.00025 5.12646 -0.236 0.260 -0.987
Cl 0.97132 -0.23145 6.33274 0.015 0.024 0.166
C -0.41747 1.28923 4.55567 -0.483 -0.863 -0.416
Cl 0.60954 2.57919 5.00200 0.427 0.548 0.188
C -1.37934 1.46356 3.52867 0.148 -0.682 1.373
Cl -1.29569 2.84384 2.51852 -0.296 0.598 -0.019
C 2.76847 1.54923 0.12522 -0.555 -0.227 0.493
C 2.90468 1.42719 -1.36701 0.347 -0.005 -0.679
C 4.25166 2.04964 -1.73078 0.041 -0.052 -0.376
O 2.94357 0.03514 -1.79746 0.138 0.096 -0.209
C 1.90111 -0.61403 -2.36327 0.062 -1.350 -0.190
O 2.00606 -1.74244 -2.80098 0.462 1.556 0.576
C 0.55844 0.09682 -2.30670 0.614 0.052 -1.003
C -0.53078 -0.60220 -3.17866 0.264 0.093 0.228
C -1.54361 -1.30083 -2.30314 -0.049 -0.337 -0.143
C -2.75402 -0.67549 -2.01840 0.050 0.197 0.161
C -3.56731 -1.15771 -0.98540 0.187 -0.030 -0.401
C -3.21240 -2.33783 -0.33763 -0.308 -0.094 0.158
C -2.05794 -3.03171 -0.70051 0.244 0.250 -0.193
C -1.19392 -2.49653 -1.65593 -0.354 0.212 -0.081
C 0.75025 1.58031 -2.57467 -1.272 1.073 -0.224
O -0.11748 2.26083 -3.07872 1.430 -0.652 0.383
O 1.89399 2.14676 -2.10975 0.019 -0.194 0.010
H 1.83135 1.10734 0.44817 0.478 0.279 0.352
H 3.60711 1.01717 0.58762 -0.191 0.149 -0.059
H 2.78812 2.60297 0.42015 0.062 -0.186 -0.126
H 4.43007 1.98914 -2.80671 0.002 -0.011 0.091
H 4.26244 3.10729 -1.42408 -0.095 -0.423 -0.116
H 5.05503 1.52064 -1.19401 -0.363 0.159 -0.248
H -0.99647 0.17820 -3.78877 0.060 -0.244 0.071
H 0.00268 -1.33355 -3.79632 -0.184 0.283 -0.008
H -2.99381 0.24039 -2.57862 -0.010 -0.354 0.463
H -4.45188 -0.59666 -0.67764 0.231 -0.259 -0.133
H -3.84229 -2.71572 0.47301 0.334 0.166 -0.260
H -1.79293 -3.95703 -0.19844 -0.067 0.154 0.029
H -0.22107 -2.95056 -1.87617 -0.424 0.055 0.095
```
Positions in Å, forces in eV/Å.

Its energy relative to the best compared isomer or geometry (same formula, charge and spin) is 5.2 kcal per mole. The energy comes out at -3869.2533 a.u. The total charge is -1. Its frontier orbital gap is 0.231 hartree.

=====

No. 5
Entry from the OMol25 dataset: a molecular structure, C19H13F5KN5O2S (ωB97M-V/def2-TZVPD).

XYZ file:
```
46
Properties=species:S:1:pos:R:3:forces:R:3
K -0.07073 -1.14546 -1.33373 -0.343 0.760 1.223
N -3.01681 5.03250 0.62689 0.001 -0.022 -0.193
C -2.51676 3.73006 0.57485 0.149 -0.080 0.105
S -2.51793 2.90671 -0.91566 -0.152 0.251 0.192
N -2.05614 3.34804 1.76443 -0.257 -0.062 -0.334
N -1.75685 2.03319 1.82655 0.212 0.032 0.019
C -1.09519 1.71093 2.86834 0.100 -0.651 0.132
C -0.71073 0.32105 3.19789 -0.018 0.126 -0.164
C -0.26969 0.07713 4.50401 0.080 -0.049 0.186
C 0.12083 -1.19495 4.87917 -0.006 0.134 0.042
C 0.06591 -2.21301 3.94167 -0.042 0.007 -0.104
C -0.37722 -1.89044 2.66418 -0.144 0.158 -0.174
N -0.75660 -0.66549 2.28544 0.025 -0.038 0.209
H -2.97729 5.48828 -0.26860 -0.013 0.053 -0.050
H -2.63898 5.56338 1.39813 0.006 -0.018 0.030
H -0.82078 2.47985 3.59231 0.023 0.035 0.133
H -0.23412 0.90077 5.21008 0.013 -0.053 -0.041
H 0.47431 -1.38608 5.88640 0.005 0.012 0.005
H 0.38150 -3.22337 4.17429 -0.025 0.043 -0.028
H -0.39722 -2.64827 1.88187 0.007 0.114 0.067
O 2.59972 -3.15684 -1.19497 -0.251 -0.009 0.212
C 1.79696 -2.99530 -0.26232 0.136 -0.463 -0.118
O 0.54010 -3.11416 -0.25082 0.784 -0.921 0.588
C 2.42642 -2.56657 1.05340 0.052 0.013 0.173
C 3.03086 -3.53782 1.91338 -0.127 0.029 -0.224
C 3.55872 -3.13880 3.09458 0.068 0.098 0.147
C 3.50900 -1.76381 3.45531 0.038 -0.086 0.066
C 4.00139 -1.26478 4.68528 -0.013 -0.048 -0.067
C 3.92343 0.06876 4.97675 -0.079 0.120 -0.135
C 3.34924 0.96417 4.04062 0.070 -0.099 0.114
C 2.86137 0.50398 2.84988 -0.043 -0.057 -0.074
C 2.92392 -0.87589 2.53089 -0.099 0.036 -0.179
N 2.38942 -1.29231 1.34081 0.106 0.070 0.203
H 3.05267 -4.57475 1.59687 -0.010 0.077 0.009
H 4.02504 -3.84864 3.77181 -0.032 0.015 0.009
H 4.43567 -1.96106 5.39668 -0.004 0.007 -0.027
H 4.29545 0.44290 5.92366 -0.007 0.003 -0.020
H 3.28291 2.01944 4.27922 -0.005 -0.031 -0.003
H 2.39456 1.16321 2.12648 0.011 -0.033 0.049
F 0.55680 -0.04143 -3.27881 0.057 0.443 -1.019
C -0.11649 -1.05987 -4.06399 0.131 -0.217 -0.056
F -1.35650 -1.19723 -3.32171 -0.322 0.146 -0.761
C -0.55941 -0.28535 -5.28164 0.009 -0.023 0.226
F -1.26723 0.84872 -5.06471 -0.056 0.100 -0.098
F 0.51678 0.08182 -6.01407 -0.061 0.008 -0.142
F -1.34092 -1.06544 -6.06582 0.027 0.068 -0.129
```
Positions in Å, forces in eV/Å.

Its energy relative to the best compared isomer or geometry (same formula, charge and spin) is 26.7 kcal per mole. The energy comes out at -2653.6266 a.u. The total charge is -2. Its frontier orbital gap is 0.214 hartree.

=====

No. 6
Entry from the OMol25 dataset: a molecular structure, C19H13N3O4PdSe (ωB97M-V/def2-TZVPD).

XYZ file:
```
41
Properties=species:S:1:pos:R:3:forces:R:3
Pd -0.07011 -0.38776 0.50355 -0.175 0.001 0.240
O -0.87377 -1.68005 -1.11879 -0.126 -0.115 -0.075
C -0.14107 -2.39530 -1.80731 0.063 0.296 0.096
C 1.26301 -2.23520 -2.04348 -0.215 -0.409 -0.225
C 1.81482 -3.16458 -2.94502 -0.263 0.020 0.115
C 3.11713 -3.07572 -3.30921 0.411 -0.289 -0.404
C 3.94146 -2.05356 -2.80586 0.080 0.072 -0.001
C 3.43238 -1.14353 -1.92878 0.036 -0.012 0.030
C 2.07003 -1.19735 -1.48589 0.069 0.290 0.116
O 1.66256 -0.32261 -0.64762 0.425 -0.084 -0.379
N 3.66806 -4.06750 -4.25347 -0.128 0.278 0.498
O 2.92743 -4.94207 -4.65442 -0.127 -0.069 -0.103
O 4.83874 -3.96442 -4.55536 0.163 0.079 -0.084
H -0.60868 -3.23960 -2.33202 -0.036 -0.055 -0.045
H 1.19695 -3.95202 -3.35890 0.022 0.022 0.014
H 4.97426 -2.00579 -3.12752 -0.066 -0.010 0.028
H 4.05231 -0.35312 -1.52546 -0.046 -0.020 -0.005
Se -0.04447 -0.82035 2.78208 -0.024 -0.624 -0.313
C -0.08929 -0.21201 4.55693 -0.029 0.474 0.154
C 1.09231 0.20675 5.16420 -0.074 0.060 0.268
C 1.06170 0.65889 6.47758 -0.038 -0.057 -0.113
C -0.14068 0.69032 7.17373 -0.011 0.005 0.029
C -1.31564 0.26057 6.56762 0.056 -0.049 -0.125
C -1.29580 -0.19273 5.25344 0.100 0.098 0.255
H 2.02313 0.17498 4.61310 -0.028 0.010 -0.005
H 1.97814 0.98566 6.95487 -0.054 -0.009 -0.015
H -0.16129 1.05041 8.19440 -0.005 -0.018 -0.004
H -2.25004 0.27842 7.11634 0.050 0.005 -0.024
H -2.20391 -0.53100 4.77199 0.019 0.020 -0.010
N -3.15021 5.91416 -2.38405 0.050 -0.099 0.054
C -2.68484 4.96607 -1.93252 0.178 -0.359 0.188
C -2.09455 3.75998 -1.36571 -0.322 0.685 -0.297
C -1.53915 3.78050 -0.09690 0.071 0.069 0.187
C -0.98840 2.61280 0.39378 -0.017 -0.100 -0.168
N -0.97030 1.47720 -0.31330 -0.080 0.216 0.295
C -1.51308 1.46620 -1.52851 0.083 -0.127 -0.012
C -2.08742 2.58690 -2.09656 -0.027 -0.190 -0.206
H -1.53409 4.68306 0.49771 -0.001 -0.022 -0.017
H -0.54654 2.57559 1.37780 0.039 -0.035 0.066
H -1.47870 0.51906 -2.05150 -0.023 0.024 -0.017
H -2.51643 2.53745 -3.08698 0.001 0.026 0.014
```
Positions in Å, forces in eV/Å.

The energy comes out at -3726.2224 a.u. Its frontier orbital gap (spin up / spin down) is 0.269 / 0.247 hartree. The expectation value of S² is 2.02. The spin multiplicity is 3.

=====

- Which of these has the lowest energy?
  C19H13BrN2O2S3SbV